--- w ---
16
Properties=species:S:1:pos:R:3:nbo_charge:R:1 method="wB97M-V/def2-TZVPD" homo_energy_ev=-9.47
C 1.62 1.17 -0.43 -0.6372
C 0.42 0.33 -0.17 0.2306
C 0.36 -1.25 -0.31 -0.4179
C -1.10 -0.91 -0.62 0.0384
C -1.61 -0.33 0.71 0.0291
C -0.51 0.58 1.06 0.0231
H 1.29 2.23 -0.45 0.2243
H 2.34 1.08 0.40 0.2283
H 2.05 0.93 -1.41 0.2325
H 0.67 -1.89 0.53 0.2221
H 0.92 -1.59 -1.19 0.2192
H -1.80 -1.45 -1.25 0.2095
H -2.66 -0.18 0.90 0.2054
H -0.60 1.53 1.60 0.2088
O -0.60 0.33 -1.26 -0.5302
O -0.79 -0.58 1.87 -0.4860

=====

--- x ---
16
Properties=species:S:1:pos:R:3:nbo_charge:R:1 method="wB97M-V/def2-TZVPD" homo_energy_ev=-9.51 smiles=C1[C@@H]2O[C@H]3C[C@@H]3O[C@@H]12
C -2.43 0.01 -0.03 -0.3909
C -1.07 -0.59 -0.39 0.0213
O -0.09 -1.53 -0.02 -0.4991
C 0.98 -0.69 0.26 0.0435
C 2.44 -0.16 -0.02 -0.3879
C 1.08 0.71 -0.28 0.0403
O -0.02 1.65 0.07 -0.4974
C -0.99 0.55 0.41 0.0554
H -3.09 0.41 -0.74 0.2250
H -3.10 -0.38 0.71 0.2160
H -1.02 -0.46 -1.46 0.1861
H 0.98 -0.67 1.37 0.1747
H 2.99 0.12 -0.98 0.2371
H 3.10 -0.01 0.95 0.2264
H 1.18 0.78 -1.28 0.1585
H -0.93 0.25 1.44 0.1910

=====

In terms of stability, w leads; the second structure lies 5.012 eV higher.

=====

--- w ---
124
Properties=species:S:1:pos:R:3:lowdin_charge:R:1 method="wB97M-V/def2-TZVPD" homo_energy_ev=-10.57 smiles="COP(=O)(OC)OC.COP(=O)(OC)OC.COP(=O)(OC)OC.COP(=O)(OC)OC.COP(=O)(OC)OC.COP(=O)(OC)OC.O=S1(=O)OCCO1.O=S1(=O)OCCO1"
C -0.23 -3.13 -8.61 -0.0894
O -1.39 -2.91 -7.74 -0.2163
P -1.51 -3.83 -6.40 0.4286
O -0.95 -5.22 -6.37 -0.2513
O -0.87 -2.82 -5.29 -0.2562
C 0.52 -2.74 -4.99 -0.0962
O -3.05 -3.74 -6.12 -0.1940
C -3.59 -2.57 -5.53 -0.1021
H -0.36 -3.98 -9.28 0.0853
H 0.78 -3.29 -8.22 0.0808
H -0.10 -2.25 -9.24 0.0813
H 0.66 -2.24 -4.03 0.0905
H 0.94 -2.14 -5.79 0.0791
H 1.03 -3.70 -5.08 0.0858
H -4.57 -2.52 -6.00 0.0930
H -3.07 -1.63 -5.73 0.0890
H -3.72 -2.64 -4.45 0.0921
C 6.41 -0.43 2.28 -0.1111
O 7.13 0.25 3.30 -0.2474
P 6.29 0.92 4.53 0.4869
O 5.09 1.73 4.17 -0.2446
O 7.51 1.72 5.23 -0.2321
C 7.24 2.42 6.44 -0.1029
O 6.09 -0.43 5.46 -0.2501
C 7.14 -1.40 5.68 -0.0895
H 5.33 -0.28 2.32 0.0832
H 6.62 -1.49 2.37 0.0858
H 6.77 -0.02 1.34 0.0919
H 7.29 1.71 7.26 0.0939
H 6.40 3.11 6.41 0.0914
H 8.05 3.15 6.49 0.0871
H 7.21 -1.59 6.75 0.0860
H 8.12 -1.20 5.24 0.0901
H 6.76 -2.32 5.23 0.0823
C 1.51 0.38 12.03 -0.0973
O 2.88 0.00 12.19 -0.2266
P 3.92 0.02 10.94 0.4782
O 4.05 1.37 10.34 -0.2367
O 3.35 -1.18 9.97 -0.2286
C 2.26 -0.96 9.10 -0.1274
O 5.24 -0.59 11.65 -0.1945
C 5.24 -1.89 12.09 -0.1534
H 0.85 -0.20 12.68 0.0833
H 0.99 0.16 11.09 0.0719
H 1.40 1.39 12.42 0.0937
H 1.32 -1.40 9.44 0.0892
H 2.48 -1.46 8.16 0.0887
H 2.21 0.09 8.84 0.0902
H 5.82 -2.04 13.00 0.0940
H 5.62 -2.55 11.30 0.0918
H 4.25 -2.25 12.37 0.0838
C -5.87 -0.98 0.72 -0.1153
O -6.67 -1.99 0.11 -0.2086
P -8.00 -1.48 -0.66 0.4144
O -8.51 -0.18 -0.20 -0.2181
O -7.82 -1.64 -2.27 -0.2239
C -8.98 -1.50 -3.04 -0.1311
O -8.99 -2.67 -0.39 -0.2247
C -8.58 -3.98 -0.63 -0.1105
H -6.28 -0.65 1.68 0.0954
H -5.79 -0.10 0.09 0.0842
H -4.81 -1.21 0.80 0.0862
H -9.91 -1.72 -2.52 0.0857
H -9.05 -2.18 -3.89 0.0924
H -9.03 -0.44 -3.30 0.0955
H -7.59 -3.99 -1.08 0.0883
H -9.33 -4.39 -1.32 0.0940
H -8.68 -4.52 0.31 0.0963
C -2.95 -5.16 3.54 -0.0900
O -1.55 -5.04 3.80 -0.2430
P -0.65 -3.74 3.43 0.4754
O -0.96 -2.51 4.25 -0.2664
O 0.84 -4.37 3.57 -0.2219
C 1.97 -3.78 2.89 -0.0968
O -0.97 -3.61 1.85 -0.2392
C -0.68 -4.67 0.95 -0.1129
H -3.29 -6.09 3.11 0.0867
H -3.29 -4.39 2.84 0.0835
H -3.40 -5.05 4.53 0.0919
H 2.16 -2.76 3.23 0.0927
H 1.99 -3.67 1.80 0.0787
H 2.80 -4.48 2.95 0.0911
H -1.64 -5.10 0.63 0.0887
H 0.01 -5.42 1.33 0.0940
H -0.33 -4.26 0.01 0.0889
C -1.41 5.93 -10.15 -0.1098
O -0.14 5.41 -10.52 -0.2282
P 0.34 3.93 -9.95 0.5489
O 1.82 3.62 -10.05 -0.2662
O -0.07 3.78 -8.34 -0.2540
C 0.26 2.70 -7.49 -0.1114
O -0.76 2.95 -10.64 -0.2409
C -0.39 2.38 -11.89 -0.1076
H -2.14 5.64 -10.90 0.0853
H -1.32 7.01 -10.04 0.0923
H -1.81 5.49 -9.23 0.0810
H -0.50 1.97 -7.22 0.0863
H 0.61 3.18 -6.58 0.0839
H 1.13 2.14 -7.84 0.0804
H -1.10 2.71 -12.65 0.0911
H -0.40 1.31 -11.66 0.0887
H 0.63 2.58 -12.21 0.0814
O -2.72 7.25 -3.60 -0.2458
S -1.66 6.45 -4.22 0.7365
O -2.00 5.47 -5.25 -0.2508
O -0.47 7.47 -4.75 -0.2024
C 0.83 7.13 -4.28 -0.1870
C 0.61 6.47 -2.97 -0.2030
O -0.62 5.83 -3.14 -0.1955
H 1.34 6.45 -4.96 0.1335
H 1.41 8.04 -4.15 0.1383
H 0.73 7.15 -2.13 0.1362
H 1.33 5.67 -2.81 0.1401
O 1.14 1.98 -0.64 -0.2446
S 0.16 2.14 0.44 0.7027
O -1.24 2.14 0.18 -0.2200
O 0.62 1.38 1.80 -0.2143
C 0.12 2.05 2.96 -0.1632
C 0.14 3.54 2.55 -0.1637
O 0.53 3.59 1.16 -0.2095
H -0.89 1.65 2.99 0.1205
H 0.55 1.78 3.92 0.1375
H 0.71 4.09 3.30 0.1299
H -0.90 3.85 2.61 0.1210

=====

--- x ---
124
Properties=species:S:1:pos:R:3:lowdin_charge:R:1 method="wB97M-V/def2-TZVPD" homo_energy_ev=-10.58 smiles="COP(=O)(OC)OC.COP(=O)(OC)OC.COP(=O)(OC)OC.COP(=O)(OC)OC.COP(=O)(OC)OC.COP(=O)(OC)OC.O=S1(=O)OCCO1.O=S1(=O)OCCO1"
C -8.08 16.61 -13.14 -0.0747
O -8.73 16.18 -11.93 -0.1971
P -9.97 15.21 -11.90 0.3772
O -11.05 15.56 -12.83 -0.2355
O -9.31 13.78 -12.19 -0.2261
C -10.01 12.55 -12.38 -0.0749
O -10.39 15.18 -10.36 -0.1871
C -11.61 14.55 -10.03 -0.1262
H -7.23 16.00 -13.44 0.0968
H -7.60 17.55 -12.89 0.0864
H -8.87 16.73 -13.87 0.0668
H -10.02 12.05 -11.41 0.0922
H -9.52 11.88 -13.08 0.0554
H -11.04 12.77 -12.65 0.0908
H -11.41 13.65 -9.43 0.0897
H -12.27 14.16 -10.81 0.0882
H -12.21 15.18 -9.38 0.0913
C -12.64 18.23 -11.87 -0.0726
O -14.02 17.95 -12.13 -0.2238
P -15.09 19.01 -11.62 0.4126
O -15.11 19.36 -10.19 -0.2195
O -16.43 18.33 -12.20 -0.1980
C -16.41 17.79 -13.50 -0.1316
O -14.86 20.26 -12.62 -0.2119
C -15.09 21.60 -12.29 -0.1207
H -12.37 17.60 -11.01 0.0870
H -12.42 19.24 -11.52 0.0931
H -12.06 17.97 -12.75 0.0761
H -17.37 18.02 -13.97 0.0938
H -16.52 16.69 -13.49 0.0899
H -15.59 18.02 -14.17 0.0767
H -15.97 22.08 -12.71 0.0930
H -14.28 22.23 -12.68 0.0728
H -15.04 21.75 -11.20 0.0864
C -4.27 18.53 -16.95 -0.0876
O -5.34 18.85 -16.08 -0.2011
P -6.87 18.75 -16.48 0.4249
O -7.84 18.49 -15.41 -0.2218
O -6.85 17.59 -17.60 -0.2262
C -7.99 16.83 -17.93 -0.1051
O -7.04 20.06 -17.41 -0.2244
C -8.37 20.43 -17.83 -0.0669
H -4.06 19.44 -17.52 0.0963
H -4.38 17.61 -17.54 0.0865
H -3.40 18.34 -16.31 0.0903
H -7.67 15.79 -18.05 0.0906
H -8.29 17.07 -18.96 0.0798
H -8.84 16.92 -17.27 0.0596
H -8.57 21.47 -17.59 0.0894
H -9.04 19.72 -17.34 0.0666
H -8.44 20.33 -18.92 0.0866
C -9.62 10.22 -18.36 -0.0870
O -8.65 10.76 -17.45 -0.2082
P -9.13 11.65 -16.20 0.3810
O -10.37 11.17 -15.57 -0.2347
O -7.83 11.59 -15.27 -0.2134
C -7.66 10.38 -14.51 -0.0958
O -9.11 13.16 -16.70 -0.1814
C -9.25 14.21 -15.77 -0.0951
H -9.32 10.41 -19.39 0.0862
H -10.63 10.54 -18.15 0.0853
H -9.48 9.13 -18.30 0.0904
H -8.49 9.70 -14.71 0.0822
H -7.61 10.48 -13.43 0.0857
H -6.77 9.88 -14.89 0.0910
H -8.96 13.99 -14.73 0.0732
H -10.26 14.60 -15.63 0.0810
H -8.60 15.04 -16.03 0.0715
C -14.46 17.96 -23.73 -0.0926
O -13.04 18.02 -23.89 -0.1982
P -12.12 17.01 -23.07 0.4250
O -12.79 16.00 -22.22 -0.2373
O -11.30 16.36 -24.31 -0.2212
C -10.35 15.33 -24.00 -0.0998
O -11.09 17.95 -22.27 -0.2052
C -10.44 17.49 -21.08 -0.0923
H -14.80 18.74 -23.05 0.0953
H -14.85 16.99 -23.44 0.0738
H -14.83 18.21 -24.72 0.0938
H -9.36 15.55 -24.40 0.0889
H -10.67 14.48 -24.62 0.0905
H -10.40 15.04 -22.95 0.0722
H -9.54 18.08 -20.94 0.0854
H -10.33 16.41 -21.02 0.0833
H -11.07 17.77 -20.24 0.0684
C -14.70 26.57 -18.47 -0.1068
O -13.89 25.43 -18.70 -0.1946
P -14.23 24.13 -17.86 0.4068
O -15.68 23.86 -17.75 -0.2361
O -13.36 23.00 -18.57 -0.2123
C -13.12 21.70 -18.02 -0.0653
O -13.41 24.37 -16.48 -0.1950
C -13.91 23.80 -15.31 -0.1688
H -14.25 27.23 -17.72 0.0894
H -15.71 26.34 -18.11 0.0848
H -14.64 27.22 -19.34 0.0903
H -13.53 21.70 -17.01 0.0767
H -12.05 21.53 -17.87 0.0880
H -13.51 20.93 -18.67 0.0839
H -13.18 23.25 -14.69 0.0820
H -14.71 23.06 -15.37 0.0817
H -14.20 24.56 -14.57 0.0916
O -13.43 18.09 -18.51 -0.2004
S -12.64 17.45 -17.53 0.6680
O -11.22 17.71 -17.44 -0.2430
O -13.16 17.53 -16.01 -0.1967
C -12.89 16.31 -15.31 -0.1635
C -13.16 15.24 -16.36 -0.1888
O -12.82 15.78 -17.61 -0.2027
H -11.84 16.35 -14.98 0.0969
H -13.47 16.24 -14.39 0.1294
H -14.22 15.00 -16.21 0.1345
H -12.63 14.30 -16.23 0.1343
O -18.33 14.52 -20.22 -0.2356
S -17.87 15.64 -19.42 0.6702
O -18.69 16.33 -18.48 -0.2249
O -16.48 15.25 -18.67 -0.2157
C -15.39 15.30 -19.62 -0.1581
C -15.70 16.57 -20.30 -0.1742
O -17.13 16.65 -20.47 -0.1907
H -14.48 15.15 -19.06 0.1145
H -15.51 14.39 -20.23 0.1381
H -15.29 16.66 -21.31 0.1021
H -15.36 17.43 -19.73 0.1144

=====

In terms of stability, x leads; the second structure lies 3.717 eV higher.

=====

--- w ---
10
Properties=species:S:1:pos:R:3:nbo_charge:R:1 method="wB97M-V/def2-TZVPD" homo_energy_ev="-8.79 / -9.04"
C 0.96 1.21 -0.04 -0.0234
C 0.62 0.62 -1.09 0.0290
C -0.98 -0.70 0.11 0.0154
N -0.46 -0.09 1.27 -0.5422
O -0.49 -0.21 -1.14 -0.4960
Br 0.94 -0.93 2.06 0.1637
H 1.52 1.68 0.70 0.2331
H 0.86 0.70 -2.08 0.2377
H -0.94 -1.93 0.14 0.1834
H -2.03 -0.35 0.06 0.1993

=====

--- x ---
10
Properties=species:S:1:pos:R:3:nbo_charge:R:1 method="wB97M-V/def2-TZVPD" homo_energy_ev=-9.57 smiles=c1cocn1.Br
C 1.65 0.08 0.13 -0.1188
C 1.53 1.31 -0.39 0.0418
O 0.30 1.79 -0.02 -0.4046
C -0.22 0.81 0.79 0.3092
N 0.57 -0.20 0.87 -0.4543
H 2.54 -0.55 0.26 0.2164
H 2.40 1.80 -0.80 0.2196
H -1.16 0.78 1.14 0.1909
Br -4.09 -3.26 -0.38 -0.2213
H -3.51 -2.55 -1.60 0.2213

=====

In terms of stability, x leads; the second structure lies 4.589 eV higher.